Record 1
Here is C77H195F6N23NaO26S2 as an isolated structure from OMol25. Energies are from ωB97M-V/def2-TZVPD.

Structure (ORCA input):
```
! wB97M-V def2-TZVPD RIJCOSX def2/J DEFGRID3
* xyz 1 1
S 0.967 -1.393 -0.790
S -0.315 0.944 0.087
Na 1.026 -0.359 -3.857
F -0.185 2.981 -1.411
F -1.665 1.613 -2.039
F -0.104 -3.738 -0.753
F -2.092 2.860 -0.383
F -1.503 -2.187 -1.402
F -1.045 -2.467 0.700
O 0.626 1.718 0.868
O 5.046 2.707 1.813
O -1.297 6.429 0.954
O -9.460 3.162 -4.613
O -1.684 1.396 -7.640
O 1.002 0.990 5.336
O 5.423 -4.108 -1.036
O 2.788 2.971 -7.195
O 2.903 -4.207 -4.681
O -3.012 -3.096 8.055
O 2.253 -7.939 -0.155
O 1.549 -1.793 -2.042
O 2.535 -5.303 6.339
O 9.234 -1.403 0.383
O -5.000 3.006 -1.767
O -2.787 -7.348 -3.022
O -1.290 6.181 -1.803
O 3.061 5.441 -2.698
O 1.704 -1.556 0.445
O -5.932 -1.956 -0.433
O -6.253 6.431 5.209
O -4.174 -8.375 0.982
O 2.896 -0.460 -5.255
O -1.355 0.162 0.793
O -0.609 5.431 6.036
O -3.455 2.439 5.290
N -5.227 1.136 4.664
N 4.712 -0.943 -4.018
N -4.574 0.730 -1.296
N -0.247 6.670 1.229
N -0.519 0.796 -5.146
N 7.062 -3.569 0.482
N 0.279 0.040 -1.079
N 0.604 -0.889 6.578
N -2.057 4.479 -3.025
N -6.165 -0.741 1.991
N 8.666 2.289 2.590
N 2.405 1.981 -3.762
N 0.687 -2.660 -4.840
N -2.478 -4.856 4.807
N -7.024 2.365 -4.259
N 2.119 -3.284 3.372
N -2.508 -9.306 -1.881
N 5.630 -7.531 -1.497
N 3.042 4.765 -8.615
N -2.682 7.344 4.772
N -2.656 -7.489 3.119
N -0.635 3.371 5.320
N 7.709 -0.021 -2.780
C 9.990 -1.016 1.487
C 1.468 8.403 1.912
C 3.425 4.259 -3.446
C -6.922 5.877 6.325
C -2.574 -3.273 6.748
C 9.196 -0.480 -0.726
C -2.801 -0.126 -4.459
C 1.666 -4.906 -4.795
C -4.969 -2.416 0.508
C 1.419 4.265 6.051
C -10.782 2.860 -4.992
C 7.393 2.938 2.210
C -4.055 1.834 4.399
C -2.364 -8.485 -2.966
C -2.540 1.313 -6.518
C -1.802 -5.525 1.859
C -6.612 1.774 -0.611
C -4.888 6.620 5.612
C 0.617 5.493 1.655
C 1.799 -4.471 4.168
C 3.296 -7.420 -0.944
C -2.318 -2.070 8.795
C -5.557 -8.003 0.971
C 0.538 -4.007 -4.265
C -6.183 3.582 -6.282
C 4.873 0.679 -5.800
C 2.774 -4.337 5.321
C 0.450 8.085 -0.454
C 1.217 5.057 0.292
C 8.133 -0.992 -1.775
C 0.207 8.137 1.041
C 5.069 -2.098 0.263
C 4.995 -7.453 0.922
C 0.347 -0.040 5.532
C -8.599 3.437 -5.709
C 3.824 6.546 -3.179
C -4.920 -1.381 1.577
C -1.360 -5.493 6.827
C -3.280 -7.278 0.752
C -3.017 -6.531 2.059
C 2.358 3.656 -8.082
C 4.094 -0.298 -4.992
C -1.874 0.243 -5.597
C -3.630 1.897 2.873
C -2.270 5.583 -2.218
C 2.877 2.727 -1.549
C -5.317 1.887 -1.300
C 1.783 6.001 2.596
C -6.297 -2.947 -1.338
C 1.057 3.465 -8.729
C -1.130 2.182 -0.970
C -4.050 6.889 4.359
C 3.905 1.748 1.932
C -2.281 2.017 -8.768
C 4.610 -7.952 -0.480
C 5.889 -3.323 -0.135
C -0.022 4.395 5.760
C -4.080 -1.829 2.797
C -1.614 -9.093 -4.228
C 6.223 1.979 2.118
C -7.169 3.552 -5.099
C 0.931 -7.659 -0.539
C 2.534 3.178 -2.925
C -0.778 -0.537 4.638
C -0.912 9.135 1.436
C 2.024 -5.743 3.391
C -0.511 -2.475 -0.536
C -0.163 4.462 2.355
C 2.400 7.242 2.017
C 7.614 3.727 0.914
C -0.803 -4.504 -4.623
C -3.688 5.816 -1.716
C -2.576 -4.751 6.342
C 3.554 -4.370 -3.419
C 8.497 -2.336 -2.373
C 3.522 -5.303 7.330
C -3.981 5.643 3.569
H 2.326 2.305 -4.726
H 4.421 -5.031 -3.497
H -3.558 4.891 4.249
H 8.331 0.098 -3.576
H 9.642 -0.007 1.786
H 2.872 6.961 1.064
H -6.375 1.912 0.454
H 7.506 0.871 -2.336
H -1.046 -5.469 -4.177
H -2.032 -1.150 8.305
H 6.396 1.226 1.343
H -1.856 9.090 0.872
H 7.079 3.614 3.017
H 8.720 1.814 3.452
H 9.452 2.887 2.452
H -6.942 6.518 7.217
H -6.702 -1.299 2.648
H -4.028 -1.039 3.561
H -0.895 3.912 1.789
H -5.749 -7.221 1.746
H 3.488 -4.378 7.934
H -1.528 2.452 -9.400
H 2.945 2.278 1.859
H 2.460 5.144 2.599
H 4.129 -1.614 -3.612
H -3.574 1.095 -6.773
H 3.191 -7.680 -2.002
H -3.684 0.706 -1.791
H 4.232 -7.671 1.676
H 3.735 -4.496 4.894
H 5.421 0.092 -6.606
H 6.998 4.595 0.816
H 3.896 5.069 -8.141
H 9.932 -1.851 2.160
H -1.565 -3.786 -4.278
H -6.066 -8.940 1.214
H 3.147 -3.317 3.269
H 4.586 -5.450 6.933
H -5.125 3.552 -5.952
H 5.556 -1.361 0.860
H 3.921 7.267 -2.394
H -0.705 4.837 3.194
H 2.023 2.115 -1.249
H 11.064 -0.988 1.282
H -3.376 -8.155 3.296
H 2.132 5.508 0.037
H -1.583 -2.799 6.725
H 2.679 -3.302 5.692
H -11.370 3.779 -5.357
H -0.787 1.731 -4.969
H -3.095 0.735 -3.880
H 1.698 -5.983 -4.362
H 8.235 -3.135 -1.675
H 5.682 -0.778 -3.723
H 4.217 1.485 -6.344
H -8.598 2.557 -6.345
H -1.153 9.016 2.491
H -1.584 -6.482 6.502
H -4.811 7.439 6.317
H 1.557 3.610 -2.857
H 0.264 -7.932 0.316
H -0.945 -6.101 1.590
H -6.803 -0.686 1.250
H -5.466 -3.237 -1.920
H -3.165 -4.183 4.446
H -2.810 4.014 -3.529
H -7.985 5.713 6.033
H -3.712 -6.559 -0.025
H 4.208 -2.501 0.859
H -6.184 2.124 -3.762
H 3.366 4.522 -4.535
H -2.326 -10.318 -1.916
H -4.960 -0.151 -0.984
H 4.065 1.227 2.896
H -4.474 -2.747 3.202
H -8.900 4.300 -6.324
H 4.831 6.254 -3.499
H 1.355 6.161 3.635
H -5.198 -3.372 1.066
H 8.654 4.122 0.830
H -2.789 8.235 5.292
H -0.434 10.079 1.251
H 1.416 3.996 0.250
H -4.084 4.793 -1.470
H -0.856 -8.394 -4.511
H -3.461 5.690 2.592
H -3.738 -0.437 -4.964
H -1.451 -2.561 9.210
H 0.342 -2.662 -5.810
H 5.681 -6.564 -1.602
H 4.645 -1.687 -0.640
H 3.234 -6.294 -0.731
H -2.316 -9.040 -5.073
H -7.794 2.380 -3.624
H -11.212 2.447 -4.058
H -2.378 -7.529 0.252
H 3.157 7.609 2.678
H 0.196 -1.763 6.632
H -3.095 2.651 -8.372
H 0.577 3.821 2.789
H 10.196 -0.413 -1.265
H 1.797 5.247 6.315
H -0.475 -5.051 6.367
H -3.977 -2.468 0.056
H 5.183 -6.359 0.888
H -4.316 -0.577 1.164
H 1.416 -4.887 -5.880
H 2.436 5.417 -9.060
H -2.075 -4.814 1.040
H -5.077 5.392 3.350
H 3.019 -5.834 3.108
H 1.032 3.739 -9.798
H 3.746 2.093 -1.517
H -2.536 -5.807 4.494
H -4.582 7.674 3.792
H -3.335 -2.652 6.222
H 3.134 3.567 -0.892
H -6.694 -3.939 -0.835
H 1.963 9.221 1.386
H 1.973 3.873 5.120
H 0.668 -3.848 -3.165
H 7.492 3.071 0.082
H -2.886 1.377 -9.365
H -5.720 0.680 3.929
H -0.853 -4.555 -5.715
H 0.774 9.066 -0.840
H 3.229 1.374 -3.646
H -1.313 -5.549 7.962
H 7.249 -1.141 -1.144
H 3.339 -6.128 8.057
H 1.417 -5.705 2.489
H -1.264 0.393 4.284
H -7.123 0.832 -0.799
H 2.872 -4.759 -2.576
H 5.967 -7.837 1.187
H -2.982 -9.016 -1.045
H 7.454 -4.429 0.125
H 6.514 -8.043 -1.391
H 9.605 -2.391 -2.562
H 4.475 -9.039 -0.463
H -0.546 7.804 -0.856
H -10.786 2.065 -5.722
H 0.328 4.081 -8.194
H -6.540 4.876 6.570
H 4.451 4.045 -3.331
H -2.193 6.639 5.383
H -5.453 0.988 5.670
H -4.494 5.703 6.032
H -7.121 -2.581 -1.954
H 1.355 -0.647 7.181
H -1.631 3.307 5.243
H -7.061 2.732 -0.918
H -1.482 -1.126 5.153
H 6.078 1.415 3.057
H 1.700 -2.589 -4.995
H -6.231 4.569 -6.789
H 0.796 -6.627 -0.676
H -1.213 -10.046 -4.082
H 5.588 1.183 -5.114
H 8.018 -2.516 -3.351
H 1.815 -6.612 3.972
H 1.203 8.654 2.976
H -3.864 -5.989 2.405
H -6.374 2.697 -6.873
H -3.482 2.965 2.614
H -2.550 2.293 -6.020
H 1.769 -3.380 2.450
H -4.351 6.233 -2.466
H -4.314 1.358 2.212
H 0.661 2.472 -8.500
H 0.793 -4.517 4.545
H -5.871 -7.546 0.023
H 0.649 -8.106 -1.505
H 0.061 0.855 -5.963
H -2.615 1.421 2.667
H -0.407 -1.120 3.774
H 7.746 -2.901 0.613
H -0.077 2.550 5.209
H -3.519 -5.147 6.740
H -3.646 6.456 -0.840
H 3.951 0.969 1.041
H 3.414 6.885 -4.114
H 1.077 7.262 -0.872
H 1.445 3.454 6.850
H 0.574 5.376 -0.536
H -2.393 -0.957 -3.883
H -2.884 -1.743 9.649
H -1.461 -4.982 2.699
H 8.906 0.551 -0.407
H 3.983 -3.447 -3.070
H -7.096 4.409 -4.481
H -1.680 -0.674 -6.238
H -1.753 -7.954 2.872
H -3.027 -2.011 2.530
H -1.141 4.458 -3.455
*
```

Max |F| (Eh/bohr): 0.1447
E (a.u.): -7823.99070
LUMO level (Eh): -0.1089

=====

Record 2
Here is C33H28IrN6O2PS2 as an isolated structure from OMol25. Energies are from ωB97M-V/def2-TZVPD.

Structure (ORCA input):
```
! wB97M-V def2-TZVPD RIJCOSX def2/J DEFGRID3
* xyz 2 1
Ir -0.558 -0.378 -1.203
S -5.164 -0.987 -1.361
S -2.619 0.280 -2.132
P -1.345 -0.209 0.994
O 6.055 1.785 1.688
O 6.271 -0.121 0.696
N 0.385 -0.956 -3.051
N 1.299 -1.003 -0.414
N -1.504 -2.094 -1.703
N -2.848 -2.284 -1.364
N 0.436 1.434 -0.993
N 5.649 0.872 1.013
C -3.088 2.010 0.747
C 0.717 3.799 -1.112
C 0.033 0.212 2.105
C 3.463 -0.192 0.298
C -5.664 -2.691 -1.047
C 1.704 1.328 -0.522
C -4.019 2.902 1.263
C 0.780 -0.770 2.754
C 1.668 -2.239 -0.133
C 1.326 -0.307 -3.732
C -0.041 2.637 -1.280
C 2.176 0.012 -0.208
C 0.368 1.554 2.287
C 1.802 -2.238 -5.055
C -3.095 0.811 2.835
C 2.522 2.437 -0.321
C 1.452 1.905 3.078
C 3.834 2.231 0.214
C 4.268 0.988 0.493
C 2.052 -0.912 -4.747
C 2.205 0.919 3.705
C 0.130 -2.251 -3.357
C -4.027 1.697 3.342
C 0.818 -2.920 -4.352
C -4.493 2.744 2.555
C 1.860 -0.417 3.551
C -3.466 -1.161 -1.575
C 2.930 -2.532 0.385
C -1.894 -1.844 1.553
C -1.036 -2.798 -2.664
C 1.999 3.704 -0.630
C -2.627 0.953 1.524
C 3.829 -1.519 0.608
H -2.014 -1.859 2.635
H -1.056 2.678 -1.654
H 1.490 0.729 -3.465
H 1.696 2.949 3.226
H 0.277 4.754 -1.362
H -6.745 -2.660 -0.933
H -5.209 -3.067 -0.136
H -2.724 0.020 3.474
H -2.749 2.128 -0.270
H 0.577 -3.950 -4.576
H 3.041 1.194 4.334
H -1.166 -2.604 1.266
H -1.604 -3.635 -3.054
H -2.841 -2.082 1.075
H 2.355 -2.734 -5.841
H -4.378 3.716 0.648
H 3.187 -3.558 0.611
H -0.236 2.331 1.831
H 2.421 -1.185 4.067
H -5.223 3.435 2.953
H 2.605 4.590 -0.486
H -5.401 -3.322 -1.892
H 4.807 -1.734 1.007
H -4.388 1.575 4.354
H 2.793 -0.340 -5.287
H 0.938 -3.019 -0.316
H 4.483 3.076 0.402
H 0.517 -1.817 2.661
*
```

ΔE to the lowest compared entry with this formula, charge and spin (eV): 0.000
Max |F| (Eh/bohr): 0.0022
E (a.u.): -2994.95267
LUMO level (Eh): -0.2377